1.
{
  "formula": "C15H17Cl30IN2O3",
  "method": "ωB97M-V with the def2-TZVPD basis set",
  "energy_ev": -408724.89810,
  "total_charge": 0,
  "orbital_gap_ev": 9.89,
  "symbols": ["C", "C", "C", "I", "O", "C", "O", "N", "N", "C", "O", "H", "H", "H", "H", "H", "H", "H", "C", "Cl", "Cl", "Cl", "H", "C", "Cl", "Cl", "Cl", "H", "C", "Cl", "Cl", "Cl", "H", "C", "Cl", "Cl", "Cl", "H", "C", "Cl", "Cl", "Cl", "H", "C", "Cl", "Cl", "Cl", "H", "C", "Cl", "Cl", "Cl", "H", "C", "Cl", "Cl", "Cl", "H", "C", "Cl", "Cl", "Cl", "H", "C", "Cl", "Cl", "Cl", "H"],
  "xyz": [[2.36, -2.70, -1.81], [2.27, -1.34, -1.10], [0.82, -0.89, -0.80], [0.51, 1.14, -1.52], [-0.08, -1.77, -1.44], [-1.39, -1.63, -1.12], [-1.80, -1.57, 0.01], [-2.16, -1.62, -2.29], [-3.54, -1.91, -2.06], [-3.80, -3.11, -1.89], [-4.08, -4.20, -1.63], [1.86, -3.49, -1.25], [1.90, -2.62, -2.80], [3.40, -2.95, -1.96], [2.81, -1.36, -0.16], [2.71, -0.61, -1.78], [0.64, -0.84, 0.27], [-2.07, -0.76, -2.81], [-2.70, -0.06, 2.84], [-1.69, 1.22, 2.16], [-2.10, -0.58, 4.42], [-4.38, 0.48, 2.98], [-2.67, -0.90, 2.16], [0.94, -2.55, 4.51], [1.89, -3.97, 4.94], [0.99, -1.35, 5.81], [1.49, -1.85, 3.00], [-0.09, -2.86, 4.38], [1.84, -4.15, 8.67], [1.90, -5.79, 9.30], [0.82, -3.13, 9.67], [3.46, -3.47, 8.53], [1.41, -4.18, 7.67], [5.62, -4.65, -4.04], [5.06, -2.98, -3.91], [7.24, -4.82, -3.36], [4.48, -5.75, -3.25], [5.66, -4.90, -5.09], [-5.00, 4.30, 2.34], [-4.06, 4.42, 0.84], [-3.97, 4.57, 3.74], [-6.35, 5.43, 2.32], [-5.39, 3.29, 2.40], [5.79, -1.93, 10.92], [4.37, -2.09, 11.94], [5.94, -0.29, 10.28], [7.25, -2.39, 11.80], [5.68, -2.61, 10.08], [-1.21, 1.13, -5.62], [0.09, 2.31, -5.85], [-0.59, -0.52, -5.74], [-2.01, 1.39, -4.07], [-1.94, 1.28, -6.40], [0.62, 5.88, -2.57], [1.23, 6.45, -1.02], [0.68, 4.11, -2.65], [-1.01, 6.46, -2.87], [1.26, 6.27, -3.35], [0.23, 6.25, -7.45], [1.14, 7.61, -8.11], [1.14, 5.45, -6.17], [-1.34, 6.79, -6.86], [0.07, 5.54, -8.24], [-6.46, 2.00, -4.85], [-7.81, 0.94, -5.26], [-5.25, 1.14, -3.91], [-5.73, 2.68, -6.31], [-6.84, 2.81, -4.25]]
}


2.
{
  "formula": "C15H17Cl3N2O4",
  "method": "ωB97M-V with the def2-TZVPD basis set",
  "energy_ev": -64553.51740,
  "total_charge": 0,
  "orbital_gap_ev": 8.50,
  "symbols": ["C", "H", "H", "H", "C", "N", "C", "O", "N", "C", "O", "C", "C", "O", "C", "C", "H", "H", "O", "C", "C", "C", "C", "C", "C", "Cl", "H", "Cl", "H", "Cl", "H", "H", "H", "H", "H", "H", "H", "C", "H", "H", "H"],
  "xyz": [[-1.01, 4.06, 1.19], [-0.17, 4.59, 0.66], [-0.96, 4.13, 2.17], [-1.89, 4.42, 0.64], [-0.72, 2.75, 0.71], [-0.47, 2.45, -0.45], [0.63, 1.88, -0.55], [1.41, 1.41, -1.74], [1.51, 1.75, 0.59], [0.56, 2.18, 1.54], [0.99, 2.17, 2.91], [2.93, 1.28, 0.85], [2.79, 0.08, 1.51], [2.77, -1.33, 1.03], [1.69, -1.41, 0.08], [0.21, -1.51, 1.08], [0.06, -0.66, 1.60], [0.18, -2.44, 1.60], [-0.76, -1.53, 0.08], [-1.10, -2.21, -0.84], [-0.65, -3.47, -1.20], [-1.04, -4.18, -2.12], [-1.69, -3.60, -3.25], [-2.19, -2.22, -2.99], [-1.50, -1.61, -2.08], [-2.29, -0.02, -1.81], [-2.80, -1.58, -4.02], [-2.00, -4.46, -4.77], [-0.83, -5.15, -2.36], [-0.01, -4.51, 0.06], [1.92, -2.46, -0.33], [1.59, -0.61, -0.67], [3.84, -0.13, 2.16], [2.04, 0.13, 2.42], [3.28, 2.09, 1.31], [3.29, 0.89, -0.07], [-0.96, 2.43, -1.35], [-2.05, 1.72, 1.60], [-1.92, 1.84, 2.52], [-1.69, 0.74, 1.30], [-2.99, 2.10, 1.00]]
}


3.
{
  "formula": "C15H17ClN4O2S",
  "method": "ωB97M-V with the def2-TZVPD basis set",
  "smiles": "CCCc1nnc(NC(=O)CCC(=O)Nc2ccc(Cl)cc2)s1",
  "energy_ev": -49231.92695,
  "total_charge": 0,
  "orbital_gap_ev": 9.04,
  "symbols": ["C", "C", "C", "C", "N", "N", "C", "N", "C", "O", "C", "C", "C", "O", "N", "C", "C", "C", "C", "Cl", "C", "C", "S", "H", "H", "H", "H", "H", "H", "H", "H", "H", "H", "H", "H", "H", "H", "H", "H", "H"],
  "xyz": [[-0.60, 3.51, -6.64], [-0.36, 2.80, -5.23], [0.66, 3.56, -4.72], [0.90, 3.21, -3.28], [1.91, 2.77, -2.87], [2.14, 2.08, -1.65], [1.01, 2.30, -1.06], [0.58, 1.93, 0.30], [1.52, 1.33, 1.28], [1.05, 1.10, 2.24], [2.55, 0.50, 0.62], [2.32, -0.40, -0.22], [0.85, -1.17, 0.04], [0.01, -0.95, -0.70], [1.08, -1.93, 1.33], [-0.11, -2.33, 1.94], [0.13, -2.96, 3.08], [-0.92, -3.33, 3.88], [-2.12, -3.60, 3.30], [-3.35, -4.46, 4.15], [-2.41, -3.01, 2.01], [-1.09, -2.72, 1.22], [-0.32, 3.14, -2.03], [-1.00, 4.71, -6.51], [-1.26, 2.93, -7.23], [0.47, 3.63, -7.27], [0.07, 1.76, -5.27], [-1.28, 2.86, -4.76], [1.83, 3.74, -4.96], [0.48, 4.61, -4.54], [-0.38, 2.23, 0.54], [3.31, 1.42, 0.33], [3.22, 0.20, 1.57], [3.22, -1.36, -0.23], [2.39, -0.16, -1.19], [1.94, -1.83, 1.84], [0.96, -2.80, 3.69], [-0.87, -3.79, 4.83], [-3.51, -3.34, 1.38], [-1.50, -2.26, 0.33]]
}


4.
{
  "formula": "C15H17EuF5N2",
  "method": "ωB97M-V with the def2-TZVPD basis set",
  "energy_ev": -51719.47978,
  "total_charge": 0,
  "orbital_gap_ev": [6.11, 5.36],
  "spin_multiplicity": 8,
  "symbols": ["C", "C", "H", "H", "H", "H", "H", "H", "C", "C", "C", "C", "H", "H", "H", "H", "N", "C", "C", "N", "C", "C", "C", "H", "H", "C", "H", "H", "Eu", "C", "H", "H", "H", "F", "C", "F", "C", "F", "F", "F"],
  "xyz": [[-2.28, -1.32, 1.76], [-2.53, 1.07, -1.95], [-2.26, -2.44, 1.69], [-3.12, -1.12, 1.06], [-2.63, -0.98, 2.76], [-1.86, 0.86, -2.80], [-3.14, 0.12, -1.79], [-3.20, 1.95, -1.80], [-0.26, -2.93, 0.15], [0.72, -3.90, 0.05], [1.86, -3.65, -0.66], [2.02, -2.40, -1.20], [-1.17, -3.17, 0.68], [0.46, -4.86, 0.58], [2.62, -4.44, -0.79], [2.91, -2.13, -1.78], [-0.11, -1.69, -0.35], [1.03, -1.40, -1.02], [1.24, 0.04, -1.48], [0.24, 0.94, -1.26], [0.41, 2.23, -1.60], [2.60, 1.79, -2.49], [1.52, 2.69, -2.28], [-0.39, 2.90, -1.29], [1.57, 3.74, -2.62], [2.45, 0.49, -2.04], [3.29, -0.23, -2.08], [3.51, 2.11, -2.97], [-1.93, 0.20, 0.11], [-1.32, 3.38, 0.94], [-1.64, 4.16, 0.24], [-0.28, 3.55, 1.25], [-1.98, 3.22, 1.78], [0.91, 1.63, 2.15], [0.38, 0.41, 2.12], [1.36, -0.44, 1.75], [-0.14, 0.02, 3.45], [0.78, 0.20, 4.44], [-1.22, 0.73, 3.82], [-0.43, -1.31, 3.49]]
}


5.
{
  "formula": "C15H17F3N2S2SiTa",
  "method": "ωB97M-V with the def2-TZVPD basis set",
  "energy_ev": -58058.61861,
  "total_charge": 1,
  "orbital_gap_ev": 7.00,
  "symbols": ["Ta", "C", "Si", "C", "C", "C", "C", "C", "C", "N", "C", "S", "H", "H", "H", "H", "H", "H", "H", "H", "H", "H", "H", "H", "F", "C", "F", "F", "C", "C", "C", "C", "N", "C", "S", "H", "H", "H", "C", "H", "H"],
  "xyz": [[-1.18, -0.42, -1.23], [-4.39, -1.16, 4.27], [-3.85, -0.17, 2.79], [-2.28, 0.77, 3.22], [-5.21, 1.00, 2.26], [-3.49, -1.38, 1.38], [-3.51, -2.71, 1.59], [-3.20, -3.67, 0.54], [-2.54, -3.27, -0.56], [-2.25, -1.91, -0.73], [-3.30, -0.97, -0.06], [-2.82, 0.97, -2.02], [-4.63, -0.48, 5.09], [-3.61, -1.84, 4.63], [-5.29, -1.75, 4.06], [-2.46, 1.35, 4.13], [-1.96, 1.48, 2.46], [-1.46, 0.09, 3.42], [-5.44, 1.70, 3.07], [-6.12, 0.44, 2.04], [-4.96, 1.59, 1.38], [-3.73, -3.11, 2.57], [-3.42, -4.72, 0.68], [-2.16, -3.94, -1.31], [3.14, 1.74, 1.05], [3.55, 0.53, 0.66], [4.88, 0.57, 0.53], [3.25, -0.34, 1.62], [2.90, 0.14, -0.65], [3.64, -0.15, -1.77], [3.02, -0.51, -2.96], [1.65, -0.58, -2.99], [0.92, -0.29, -1.90], [1.51, 0.07, -0.73], [0.31, 0.41, 0.51], [4.72, -0.08, -1.72], [3.59, -0.74, -3.85], [1.10, -0.86, -3.88], [-2.76, 0.44, -0.27], [-4.20, -1.12, -0.66], [-2.93, 1.21, 0.47]]
}


6.
{
  "formula": "C15H17LiNO",
  "method": "ωB97M-V with the def2-TZVPD basis set",
  "energy_ev": -19575.06790,
  "total_charge": -1,
  "orbital_gap_ev": 7.37,
  "symbols": ["Li", "N", "C", "C", "C", "C", "C", "C", "C", "C", "C", "C", "C", "C", "H", "H", "H", "H", "H", "H", "H", "H", "H", "H", "C", "C", "C", "O", "H", "H", "H", "H", "H", "H", "H"],
  "xyz": [[0.44, 0.53, -0.62], [-1.36, -1.46, 0.58], [-2.68, -1.27, 0.25], [-3.48, -2.37, -0.06], [-4.81, -2.22, -0.45], [-5.36, -0.95, -0.53], [-4.57, 0.14, -0.21], [-3.24, 0.03, 0.19], [-2.48, 1.26, 0.57], [-3.13, 2.14, 1.46], [-2.55, 3.34, 1.83], [-1.30, 3.67, 1.32], [-0.66, 2.78, 0.46], [-1.19, 1.54, 0.05], [-1.06, -2.38, 0.86], [-0.85, -0.68, 0.96], [-3.05, -3.36, 0.01], [-5.40, -3.10, -0.68], [-6.38, -0.82, -0.86], [-4.99, 1.14, -0.28], [-4.09, 1.86, 1.88], [-3.05, 4.00, 2.53], [-0.83, 4.61, 1.59], [0.33, 3.07, 0.10], [2.43, -1.55, 1.71], [2.64, -1.30, 0.21], [2.51, -2.63, -0.55], [1.79, -0.35, -0.27], [3.17, -2.25, 2.12], [1.42, -1.95, 1.87], [2.50, -0.60, 2.25], [3.70, -0.98, 0.10], [1.48, -2.97, -0.49], [3.18, -3.40, -0.15], [2.75, -2.47, -1.61]]
}


7.
{
  "formula": "C15H17N3NaO3P",
  "method": "ωB97M-V with the def2-TZVPD basis set",
  "energy_ev": -40152.66403,
  "total_charge": 0,
  "orbital_gap_ev": 8.37,
  "symbols": ["Na", "O", "C", "N", "C", "O", "C", "C", "C", "C", "C", "N", "C", "C", "C", "C", "C", "N", "H", "H", "H", "H", "H", "H", "H", "H", "C", "P", "C", "C", "O", "H", "H", "H", "H", "H", "H", "H", "H", "H"],
  "xyz": [[-0.06, 0.89, -0.99], [-0.29, -3.36, -1.51], [-0.07, -2.16, -1.46], [-0.90, -1.13, -1.20], [-2.24, -1.27, -1.08], [-2.92, -2.28, -1.02], [-3.00, 0.08, -0.99], [-4.31, 0.03, -0.54], [-5.03, 1.21, -0.46], [-4.42, 2.39, -0.84], [-3.12, 2.34, -1.29], [-2.40, 1.22, -1.36], [1.39, -1.71, -1.74], [2.37, -2.70, -1.69], [3.68, -2.35, -1.92], [3.98, -1.03, -2.21], [2.94, -0.12, -2.25], [1.67, -0.43, -2.02], [-4.72, -0.93, -0.28], [-6.06, 1.20, -0.10], [-4.95, 3.34, -0.80], [-2.62, 3.25, -1.60], [2.05, -3.71, -1.48], [4.46, -3.10, -1.89], [4.99, -0.70, -2.41], [3.14, 0.92, -2.49], [0.85, -0.78, 1.92], [1.02, 1.00, 2.07], [2.72, 1.29, 2.52], [0.03, 1.48, 3.48], [0.61, 1.73, 0.82], [1.12, -1.26, 2.87], [1.52, -1.15, 1.14], [-0.16, -1.05, 1.64], [3.00, 0.76, 3.43], [2.89, 2.36, 2.67], [3.37, 0.96, 1.71], [0.34, 0.95, 4.39], [-1.01, 1.25, 3.29], [0.13, 2.55, 3.65]]
}


8.
{
  "formula": "C15H17N3O3",
  "method": "ωB97M-V with the def2-TZVPD basis set",
  "smiles": "CCCC(=O)Nc1cc(C)c(NC(=O)c2ccco2)cn1",
  "energy_ev": -26432.07505,
  "total_charge": 0,
  "orbital_gap_ev": 8.55,
  "symbols": ["C", "C", "C", "C", "O", "N", "C", "C", "C", "C", "C", "N", "C", "O", "C", "C", "C", "C", "O", "C", "N", "H", "H", "H", "H", "H", "H", "H", "H", "H", "H", "H", "H", "H", "H", "H", "H", "H"],
  "xyz": [[1.34, -0.24, 5.09], [1.65, -1.76, 4.99], [0.43, -2.64, 4.33], [0.49, -2.38, 2.94], [1.37, -3.04, 2.11], [-0.38, -1.39, 2.74], [-0.66, -0.78, 1.57], [-0.22, -1.50, 0.26], [-0.71, -0.81, -0.92], [-0.03, -1.22, -2.26], [-1.42, 0.32, -0.96], [-1.88, 1.03, -2.00], [-1.29, 1.56, -3.17], [-1.79, 2.05, -3.99], [0.27, 1.73, -2.74], [0.77, 2.12, -1.39], [2.11, 2.36, -1.88], [2.20, 2.37, -3.14], [0.99, 1.70, -3.89], [-2.01, 0.51, 0.31], [-1.66, -0.08, 1.41], [0.22, -0.11, 5.57], [2.20, 0.07, 5.50], [1.22, 0.25, 4.20], [2.71, -2.03, 4.62], [1.84, -2.15, 6.20], [-0.37, -2.55, 4.94], [0.71, -3.70, 4.61], [-1.08, -1.06, 3.36], [0.76, -2.18, 0.18], [1.10, -0.90, -2.46], [0.20, -2.23, -2.09], [-0.42, -0.87, -3.11], [-2.91, 1.08, -2.09], [0.33, 2.00, -0.63], [3.22, 2.63, -1.25], [3.07, 2.41, -4.04], [-2.76, 1.47, 0.39]]
}


9.
{
  "formula": "C15H17N3O3",
  "method": "ωB97M-V with the def2-TZVPD basis set",
  "smiles": "COc1ccc(NC(=O)NCc2ccccn2)c(OC)c1",
  "energy_ev": -26443.74002,
  "total_charge": 0,
  "orbital_gap_ev": 8.70,
  "symbols": ["C", "O", "C", "C", "C", "C", "N", "C", "O", "N", "C", "C", "C", "C", "C", "C", "N", "C", "O", "C", "C", "H", "H", "H", "H", "H", "H", "H", "H", "H", "H", "H", "H", "H", "H", "H", "H", "H"],
  "xyz": [[-5.09, -2.60, -0.35], [-3.70, -2.72, -0.22], [-2.96, -1.59, -0.02], [-1.59, -1.77, 0.12], [-0.75, -0.70, 0.34], [-1.26, 0.60, 0.40], [-0.48, 1.72, 0.66], [0.81, 2.03, 0.27], [1.38, 2.99, 0.75], [1.32, 1.28, -0.74], [2.74, 1.27, -0.97], [3.39, 0.01, -0.46], [4.78, -0.12, -0.43], [5.33, -1.29, 0.05], [4.49, -2.30, 0.48], [3.12, -2.08, 0.41], [2.59, -0.96, -0.05], [-2.65, 0.78, 0.26], [-3.20, 2.04, 0.37], [-3.05, 2.85, -0.78], [-3.49, -0.31, 0.06], [-5.37, -1.99, -1.22], [-5.54, -2.17, 0.55], [-5.47, -3.61, -0.49], [-1.19, -2.77, 0.07], [0.30, -0.87, 0.49], [-0.93, 2.45, 1.20], [0.83, 0.44, -1.00], [3.15, 2.14, -0.46], [2.94, 1.37, -2.05], [5.40, 0.69, -0.78], [6.41, -1.42, 0.08], [4.88, -3.23, 0.87], [2.41, -2.83, 0.74], [-3.57, 2.41, -1.64], [-2.00, 3.00, -1.03], [-3.51, 3.81, -0.53], [-4.54, -0.11, -0.03]]
}


10.
{
  "formula": "C15H17N3O3S2",
  "method": "ωB97M-V with the def2-TZVPD basis set",
  "smiles": "CC(=O)Nc1ccc(S(=O)(=O)NCCSc2ccccn2)cc1",
  "energy_ev": -48114.46084,
  "total_charge": 0,
  "orbital_gap_ev": 8.84,
  "symbols": ["C", "C", "O", "N", "C", "C", "C", "C", "S", "O", "O", "N", "C", "C", "S", "C", "C", "C", "C", "C", "N", "C", "C", "H", "H", "H", "H", "H", "H", "H", "H", "H", "H", "H", "H", "H", "H", "H", "H", "H"],
  "xyz": [[-7.66, -0.26, -0.59], [-6.33, 0.12, 0.03], [-6.22, 0.87, 0.97], [-5.28, -0.49, -0.61], [-3.91, -0.40, -0.33], [-3.04, -1.11, -1.16], [-1.68, -1.05, -0.94], [-1.19, -0.30, 0.11], [0.58, -0.19, 0.35], [0.83, 0.26, 1.68], [1.19, -1.40, -0.13], [0.94, 1.02, -0.76], [1.27, 2.33, -0.26], [2.69, 2.42, 0.31], [3.90, 1.76, -0.88], [4.02, 0.09, -0.29], [4.42, -0.92, -1.15], [4.46, -2.20, -0.65], [4.12, -2.42, 0.68], [3.77, -1.33, 1.45], [3.72, -0.10, 0.98], [-2.04, 0.40, 0.94], [-3.41, 0.35, 0.72], [-7.69, 0.03, -1.63], [-8.46, 0.24, -0.05], [-7.81, -1.34, -0.52], [-5.51, -1.09, -1.39], [-3.43, -1.70, -1.98], [-0.98, -1.60, -1.56], [1.61, 0.69, -1.44], [0.56, 2.56, 0.53], [1.15, 3.04, -1.08], [2.96, 3.46, 0.52], [2.78, 1.80, 1.20], [4.66, -0.69, -2.18], [4.75, -3.03, -1.29], [4.13, -3.42, 1.10], [3.49, -1.43, 2.49], [-1.62, 0.96, 1.76], [-4.08, 0.89, 1.37]]
}


11.
{
  "formula": "C15H17N3O4PtS",
  "method": "ωB97M-V with the def2-TZVPD basis set",
  "energy_ev": -42571.97597,
  "total_charge": 0,
  "orbital_gap_ev": 7.46,
  "symbols": ["Pt", "N", "C", "C", "C", "O", "O", "H", "H", "H", "H", "H", "H", "C", "C", "C", "C", "C", "C", "C", "S", "O", "O", "N", "C", "C", "C", "C", "C", "N", "H", "H", "H", "H", "H", "H", "H", "H", "H", "H", "H"],
  "xyz": [[-0.39, -0.05, 1.10], [1.40, -0.29, 0.22], [2.56, 0.04, 1.09], [2.53, -0.87, 2.32], [1.49, -0.46, 3.37], [1.78, -0.32, 4.53], [0.25, -0.31, 2.93], [1.47, -1.25, -0.09], [1.40, 0.31, -0.61], [2.46, 1.09, 1.38], [3.48, -0.07, 0.52], [3.51, -0.89, 2.80], [2.31, -1.89, 2.00], [-5.46, -1.75, -5.46], [-4.88, -1.35, -4.13], [-3.87, -2.10, -3.53], [-3.36, -1.76, -2.30], [-3.85, -0.64, -1.64], [-4.86, 0.12, -2.21], [-5.37, -0.24, -3.45], [-3.18, -0.17, -0.08], [-2.79, -1.37, 0.62], [-4.13, 0.72, 0.53], [-1.78, 0.57, -0.42], [-1.71, 1.97, -0.50], [-2.74, 2.87, -0.77], [-2.47, 4.22, -0.79], [-1.18, 4.68, -0.57], [-0.21, 3.72, -0.33], [-0.47, 2.42, -0.30], [-4.81, -2.44, -5.99], [-5.62, -0.88, -6.10], [-6.43, -2.24, -5.33], [-3.49, -2.98, -4.05], [-2.58, -2.35, -1.83], [-5.27, 0.97, -1.68], [-6.16, 0.35, -3.90], [-3.74, 2.52, -0.95], [-3.27, 4.92, -0.99], [-0.93, 5.73, -0.57], [0.82, 4.00, -0.15]]
}